This record from the Open Molecules 2025 dataset describes 2 unconnected molecules or ions with the total composition CH6NO. The level of theory is ωB97M-V with the def2-TZVPD basis set.

Each line ends with the natural charge from an NBO analysis.
Atoms and positions in Å:
O (-2.0588, 0.5634, 0.5233)  -1.019
H (-2.0032, 0.6631, -0.4625)  0.440
C (1.4061, -0.0194, -0.7939)  -0.413
N (0.7596, -0.6361, 0.3991)  -1.194
H (2.0865, 0.7900, -0.4633)  0.140
H (0.5457, 0.3820, -1.5045)  0.124
H (1.8570, -0.8444, -1.4333)  0.117
H (1.4668, -0.8151, 1.1797)  0.280
H (-1.2363, -0.1141, 0.4670)  0.525

Properties
Charge: -1
Total energy: -171.627170 hartree
Molar mass: 48.1 u
Kohn-Sham gap: 6.193 eV

***

This record from the Open Molecules 2025 dataset describes a gas-phase ion, C5H8N2 (charge +1). The level of theory is ωB97M-V with the def2-TZVPD basis set.

Each line ends with the natural charge from an NBO analysis.
Atoms and positions in Å:
C (1.7383, 0.1153, 1.1431)  -0.586
C (0.4224, -0.7190, 1.2721)  -0.474
C (-0.3929, -0.3047, 0.0978)  0.296
C (-0.8060, 0.9500, -0.2492)  0.151
N (-1.3351, 0.8311, -1.5869)  -0.545
C (-1.1960, -0.5273, -1.8649)  0.372
N (-0.5148, -1.1779, -0.9429)  -0.418
H (2.0981, 0.4007, 2.1424)  0.255
H (1.5517, 1.0258, 0.5561)  0.200
H (2.4842, -0.4474, 0.5625)  0.244
H (0.7373, -1.7549, 1.2427)  0.268
H (-0.1099, -0.6517, 2.2297)  0.264
H (-1.0103, 1.9199, 0.1391)  0.264
H (-2.0633, 1.3920, -2.0189)  0.459
H (-1.6037, -1.0518, -2.7228)  0.252

Properties
Multiplicity: 2
Charge: +1
Total energy: -304.501964 hartree
Molar mass: 96.1 u
Kohn-Sham gap (alpha / beta): 11.251 / 7.859 eV

***

Going through the records in order, we get relative energy (zero: lowest compared OMol25 entry of this formula, charge and spin) values of 26.6; 6.2 kcal/mol.
Going through the records in order, we get F_max values of 3.652; 6.285 eV/Å.